Here is CH4NOPS in the gas phase from OMol25. Energies are from ωB97M-V with the def2-TZVPD basis set.

LUMO (spin up / spin down) in eV: -1.416 / -1.100
E_tot in eV: -24759.9788
Orbital gap (spin up / spin down) in eV: 7.10 / 7.39
Energy above the lowest of the compared OMol25 structures with the same formula, charge and spin in kcal per mole: 58.0

Geometry as ORCA input:
```
! RIJCOSX wB97M-V def2-TZVPD def2/J DEFGRID3
* xyz 0 1
C -0.7425 -1.1286 -0.3778
N 1.0095 1.0148 -0.0117
O -1.2530 -0.0738 -0.9508
P 0.6736 -0.2207 1.0833
S -0.0684 2.1150 -0.4035
H -1.1947 -1.4961 0.4842
H 0.1472 -1.7012 -0.8478
H 1.6593 0.8970 -0.7624
H -0.2309 0.5935 1.7866
*
```

***

Here is a molecular structure, C5H8LiO4Rb from OMol25. Energies are from ωB97M-V with the def2-TZVPD basis set.

LUMO in eV: -0.699
E_tot in eV: -14362.5619
Orbital gap in eV: 3.86
Energy above the lowest of the compared OMol25 structures with the same formula, charge and spin in kcal per mole: 29.0

Geometry as ORCA input:
```
! RIJCOSX wB97M-V def2-TZVPD def2/J DEFGRID3
* xyz 0 1
O -2.9408 -0.8924 0.5273
C -2.3558 -2.1191 0.1025
C -1.3850 -1.9436 -1.0702
H -1.8176 -2.5671 0.9665
H -3.1802 -2.8308 -0.1344
H -1.8170 -2.3311 -2.0122
H -0.4487 -2.5102 -0.9052
O 2.4466 -0.7024 1.5944
C 2.6458 0.0444 0.5205
C 3.1885 -1.9229 1.4957
O 2.0558 1.0808 0.3050
O 3.6112 -0.4354 -0.2439
C 4.1016 -1.6749 0.2867
H 2.4765 -2.7414 1.3341
H 3.7364 -2.0762 2.4304
H 4.0071 -2.4442 -0.4873
H 5.1543 -1.5425 0.5598
Li -4.4808 -0.4310 1.1187
Rb -1.4245 1.1069 -0.6239
*
```

***

Here is 2 unconnected molecules or ions with the total composition C2H2IN from OMol25. Energies are from ωB97M-V with the def2-TZVPD basis set.

LUMO (spin up / spin down) in eV: -3.017 / -3.013
E_tot in eV: -11692.2678
Orbital gap (spin up / spin down) in eV: 6.78 / 6.79
Energy above the lowest of the compared OMol25 structures with the same formula, charge and spin in kcal per mole: 89.4

Geometry as ORCA input:
```
! RIJCOSX wB97M-V def2-TZVPD def2/J DEFGRID3
* xyz 0 1
C -1.6446 -0.7654 0.0319
C -0.2999 -0.2567 -0.0945
N -0.8556 -1.6995 0.1134
I -4.4613 0.0618 -0.0273
H 0.0676 -0.3697 -1.0956
H 0.2779 0.1361 0.6511
*
```

***

Here is C3H7NO3 in the gas phase from OMol25. Energies are from ωB97M-V with the def2-TZVPD basis set.

LUMO in eV: 0.571
E_tot in eV: -10857.0126
Orbital gap in eV: 10.00
Energy above the lowest of the compared OMol25 structures with the same formula, charge and spin in kcal per mole: 31.3

Geometry as ORCA input:
```
! RIJCOSX wB97M-V def2-TZVPD def2/J DEFGRID3
* xyz 0 1
N -1.6221 0.1270 0.5101
C -0.3377 -0.3698 0.0461
C 0.7565 -0.4128 1.1261
O 0.5140 -1.4058 2.0959
C 0.1742 0.4171 -1.1417
O 0.7856 -0.0766 -2.0415
O -0.1685 1.7186 -1.0696
H -1.7539 1.1272 0.5357
H -1.9245 -0.2425 1.4021
H -0.5082 -1.4163 -0.2085
H 1.7145 -0.6299 0.6502
H 0.9328 0.5755 1.5452
H -0.1578 -1.0785 2.7014
H 0.4277 2.2404 -1.6245
*
```

***

Here is 6 unconnected molecules or ions with the total composition C29H40BrN7OP from OMol25. Energies are from ωB97M-V with the def2-TZVPD basis set.

LUMO in eV: -5.649
E_tot in eV: -122515.0769
Orbital gap in eV: 3.63
Energy above the lowest of the compared OMol25 structures with the same formula, charge and spin in kcal per mole: 167.6

Geometry as ORCA input:
```
! RIJCOSX wB97M-V def2-TZVPD def2/J DEFGRID3
* xyz 1 1
C 0.2651 -1.4163 -7.7106
C 1.0761 -0.1369 -7.0523
C 2.3685 -0.6141 -6.1078
C 2.2075 -0.1533 -4.5348
C 3.6545 0.2532 -3.8221
C 3.6311 -0.2213 -2.2532
C 2.5489 0.3216 -1.1390
C 2.5816 -0.1989 0.4037
N 3.6418 -1.1499 0.8183
N 4.5399 -1.5495 -0.1083
P 5.8135 -2.6691 0.5695
O 7.2775 -2.5869 -0.3709
Br 6.2688 -1.7297 2.6356
C 4.7284 -1.2826 -1.5675
H -0.6815 -1.0086 -8.3110
H 0.9071 -2.0072 -8.5100
H -0.1651 -2.1664 -6.9146
H 1.4718 0.5097 -7.9593
H 0.3429 0.5596 -6.4510
H 3.3084 -0.0198 -6.5375
H 2.5579 -1.7715 -6.2476
H 1.6651 -0.9806 -3.8928
H 1.5088 0.8043 -4.5286
H 4.5084 -0.3273 -4.3739
H 3.7406 1.4363 -3.9553
H 1.7071 1.0951 -1.4445
H 1.7929 0.1606 1.2206
H 7.2507 -3.3548 -1.0146
H 5.5996 -1.7615 -2.2284
N -0.0584 0.2802 3.4053
C -0.5359 0.3695 4.6869
C -1.6770 1.1400 4.6632
C -1.8987 1.5239 3.3191
C -0.8859 0.9768 2.5635
H 0.7739 -0.2219 3.1245
H -0.0233 -0.1201 5.5041
H -2.2847 1.3966 5.5212
H -2.7102 2.1333 2.9428
H -0.6832 1.0245 1.5019
N -2.3274 -0.2130 -4.8880
C -2.7474 1.0295 -5.2858
C -4.0000 0.8974 -5.8425
C -4.3501 -0.4722 -5.7725
C -3.3005 -1.1343 -5.1760
H -1.4388 -0.4179 -4.4496
H -2.1201 1.8988 -5.1406
H -4.5975 1.7008 -6.2533
H -5.2693 -0.9265 -6.1192
H -3.1625 -2.1796 -4.9337
N -3.8970 -1.2677 5.1796
C -3.9091 -1.0156 6.5268
C -4.9527 -1.7215 7.0825
C -5.5887 -2.4289 6.0345
C -4.9145 -2.1327 4.8710
H -3.2396 -0.8773 4.5170
H -3.1771 -0.3560 6.9732
H -5.2256 -1.7274 8.1298
H -6.4458 -3.0844 6.1194
H -5.0720 -2.4615 3.8525
N -4.6023 1.6551 -1.2680
C -5.3911 2.6096 -0.6803
C -5.6255 2.2257 0.6212
C -4.9495 0.9995 0.8274
C -4.3236 0.6719 -0.3546
H -4.2762 1.6738 -2.2255
H -5.7184 3.4771 -1.2375
H -6.2183 2.7706 1.3444
H -4.9215 0.4183 1.7400
H -3.7066 -0.1750 -0.6235
N 6.3998 1.1780 5.7096
C 6.0311 2.2329 6.5031
C 4.6697 2.1633 6.6981
C 4.2019 1.0229 6.0026
C 5.2917 0.4316 5.4037
H 7.3423 0.9805 5.3991
H 6.7667 2.9418 6.8588
H 4.0777 2.8581 7.2796
H 3.1801 0.6705 5.9453
H 5.3730 -0.4532 4.7866
*
```

***

Here is C3H3FN2O in the gas phase from OMol25. Energies are from ωB97M-V with the def2-TZVPD basis set.

LUMO in eV: 0.871
E_tot in eV: -10902.9055
Orbital gap in eV: 10.31
Energy above the lowest of the compared OMol25 structures with the same formula, charge and spin in kcal per mole: 45.7

Geometry as ORCA input:
```
! RIJCOSX wB97M-V def2-TZVPD def2/J DEFGRID3
* xyz 0 1
N -0.2716 1.9874 -0.4210
C -0.0488 0.6261 -0.3997
N 0.1492 -0.0829 -1.4818
O 0.2621 -1.3864 -1.0571
C 0.1408 -1.4701 0.2703
C -0.0516 -0.2307 0.7632
F -0.2008 0.1942 2.0209
H -0.0005 2.4373 -1.2823
H 0.1028 2.4584 0.3412
H 0.2228 -2.4358 0.7274
*
```

***

Here is C13H15NO6 in the gas phase from OMol25. Energies are from ωB97M-V with the def2-TZVPD basis set.

LUMO in eV: 0.357
E_tot in eV: -27498.4401
Orbital gap in eV: 8.31
Energy above the lowest of the compared OMol25 structures with the same formula, charge and spin in kcal per mole: 15.5

Geometry as ORCA input:
```
! RIJCOSX wB97M-V def2-TZVPD def2/J DEFGRID3
* xyz 0 1
O 0.3221 2.1305 -4.2587
C 0.8402 1.0274 -4.2202
O 2.1002 0.7242 -4.6361
C -0.0454 -0.1068 -3.8199
C 0.6476 -1.0865 -2.8941
C 0.6027 -0.5491 -1.4270
C 1.6929 0.1020 -0.8915
C 1.4847 0.8553 0.3436
O 2.5194 1.7146 0.7153
C 0.4016 0.7551 1.1731
N -0.6576 -0.0459 0.6852
C -0.7047 -0.4932 -0.6668
O -1.6636 -1.0349 -1.1138
C -1.5839 -0.6562 1.6474
C -1.2834 -2.1454 1.9518
O -0.3414 -2.6525 2.5338
O -2.2261 -3.0170 1.4425
C -1.7755 0.1564 2.8977
C -0.4411 0.7002 3.5589
C 0.4564 1.4007 2.5985
H 2.5607 1.5435 -4.5722
H -0.4809 -0.5870 -4.7300
H -0.9588 0.2307 -3.2314
H 1.7250 -1.1128 -3.1451
H 0.0885 -2.0682 -3.0024
H 2.5181 0.3172 -1.5177
H 2.2232 2.4034 1.2471
H -2.5791 -0.5537 1.1677
H -1.9944 -3.9709 1.6490
H -2.2669 1.0403 2.6758
H -2.4356 -0.2383 3.7447
H -0.5574 1.5594 4.2892
H 0.1216 -0.1423 4.0363
H 0.2760 2.4719 2.6599
H 1.4151 1.3282 3.1094
*
```

***

Here is 2 unconnected molecules or ions with the total composition C3H2F2O2 from OMol25. Energies are from ωB97M-V with the def2-TZVPD basis set.

LUMO in eV: -0.656
E_tot in eV: -12670.4547
Orbital gap in eV: 9.33
Energy above the lowest of the compared OMol25 structures with the same formula, charge and spin in kcal per mole: 60.3

Geometry as ORCA input:
```
! RIJCOSX wB97M-V def2-TZVPD def2/J DEFGRID3
* xyz 0 1
O -0.2112 -0.2730 2.3324
C -0.3474 -0.8608 1.3467
C -0.4790 -0.9809 0.0560
F -0.0927 -2.0404 -0.8049
H -1.4345 -0.5117 -0.2522
O 1.4069 1.6438 0.2174
C 0.7226 1.1378 -0.5961
F -0.4063 1.7009 -1.0972
H 0.8415 0.1842 -1.2022
*
```